4
Properties=species:S:1:pos:R:3:forces:R:3:lowdin_charge:R:1 method="wB97M-V/def2-TZVPD" orbital_gap_ev=10.7 e_homo_ev=-15.19 relative_energy_kj_mol=33.1 total_charge=+1
O 1.3169 -2.2042 1.3127 -0.314 -0.938 0.086 -0.096
H 1.7068 -2.9617 0.8204 -0.367 0.742 0.577 0.059
H 0.8549 -2.6167 2.0774 0.560 0.355 -0.766 0.058
K -0.4507 0.7685 -0.4541 0.121 -0.159 0.104 0.978

10
Properties=species:S:1:pos:R:3:forces:R:3:lowdin_charge:R:1 method="wB97M-V/def2-TZVPD" orbital_gap_ev="7.2 / 8.8" e_homo_ev="-8.69 / -9.53" relative_energy_kj_mol=382.5
C -1.5401 -0.8557 -0.7401 0.116 -0.417 -2.083 -0.276
C 0.4553 1.4665 0.0233 -1.554 -0.111 0.499 -0.572
C -0.2328 -1.3953 -0.4139 -0.761 0.160 -0.781 -0.086
O -1.8206 -0.4928 -1.8924 0.564 -0.026 1.192 0.024
F 0.6910 -1.4968 -1.3454 0.070 0.601 -0.735 0.066
I -0.1840 1.9286 1.9155 0.174 0.235 0.376 0.722
H -2.3494 -0.9005 -0.0177 0.155 0.013 0.762 0.117
H 1.3051 0.8201 0.0048 0.370 -0.107 -0.445 -0.047
H -0.4600 1.3722 -0.5720 1.089 0.074 -0.413 -0.055
H -0.0085 -2.1284 0.3028 -0.224 -0.423 1.628 0.106

10
Properties=species:S:1:pos:R:3:forces:R:3:lowdin_charge:R:1 method="wB97M-V/def2-TZVPD" orbital_gap_ev=10.3 e_homo_ev=-10.72 smiles="[H]/N=N/[H].N=C=O.F" relative_energy_kj_mol=54.0
H 0.1635 -1.2554 -0.3721 1.006 -0.852 0.555 0.029
N -0.5517 -0.8676 -0.9491 -2.193 1.591 0.143 0.100
N -1.2312 -0.1854 -0.1590 2.576 -1.862 0.819 0.030
H -1.9983 0.2808 -0.5227 -1.940 1.011 -2.044 0.061
N 1.5179 1.1575 -0.7520 0.074 0.421 0.610 0.205
C 1.8873 0.3264 0.0227 -0.992 2.498 -2.960 -0.472
O 2.0471 -0.4649 0.8187 0.949 -2.538 2.697 0.182
H 1.5631 1.4814 -1.6858 0.345 -0.111 -0.339 0.082
F -1.8837 -0.3123 2.2668 0.505 0.369 -1.354 -0.219
H -1.5140 -0.1605 1.3326 -0.329 -0.526 1.873 0.002

14
Properties=species:S:1:pos:R:3:forces:R:3:lowdin_charge:R:1 method="wB97M-V/def2-TZVPD" orbital_gap_ev=9.5 e_homo_ev=-9.87 relative_energy_kj_mol=382.9
C -0.0392 1.6948 -0.4622 -0.147 0.157 0.059 -0.044
C -0.2790 0.2440 -0.8014 0.342 0.187 0.154 -0.373
C 0.8129 -0.6323 -0.1927 0.448 0.631 0.779 0.114
N -0.0687 -0.5256 1.6147 1.099 -0.465 -1.508 0.199
C -0.8243 -1.2387 0.7134 -0.588 -0.995 -0.277 -0.705
O -0.8075 -2.4307 0.5182 -1.696 -0.187 0.588 0.067
O -1.4356 -0.3262 -0.1664 -0.244 -0.340 -0.227 -0.002
H 0.1428 1.7684 0.6119 -0.048 0.143 -0.136 0.078
H -0.9049 2.3015 -0.7271 0.032 0.023 -0.002 0.085
H 0.8383 2.0632 -1.0102 -0.201 -0.067 0.086 0.089
H -0.4056 0.0963 -1.8862 0.307 -0.069 0.316 0.156
H 1.7065 -0.2378 0.2325 0.622 0.692 -0.391 0.096
H 0.9534 -1.5854 -0.7460 -0.297 0.308 1.272 0.136
H 0.3110 -1.1915 2.3016 0.372 -0.017 -0.713 0.105

146
Properties=species:S:1:pos:R:3:forces:R:3:lowdin_charge:R:1 method="wB97M-V/def2-TZVPD" orbital_gap_ev=7.8 e_homo_ev=-8.06 smiles=CC1(C)CCCC(C)(C)N1O.CC1(C)CCCC(C)(C)N1O.CC1(C)CCCC(C)(C)N1O.CC1(C)CCCC(C)(C)N1O.OCCO.OCCO.O.O relative_energy_kj_mol=0.0
C -3.9060 7.6686 0.5098 0.104 0.321 -0.347 -0.023
C -3.3420 8.1790 -0.8554 1.479 0.855 1.243 -0.499
C -4.4182 8.3422 -1.8769 -0.922 -0.704 -0.110 -0.058
C -2.8500 9.6587 -0.6791 2.990 -0.389 2.051 -0.102
C -1.4221 9.7173 0.1298 -1.234 -0.215 -1.133 -0.143
C -0.3766 8.8509 -0.5971 -1.130 0.281 0.785 -0.149
C -0.8423 7.3988 -0.8298 0.960 -0.073 -1.100 -0.508
C 0.1433 6.8532 -1.9201 -0.870 -0.283 0.022 -0.040
C -0.6077 6.5453 0.4203 -1.076 -0.387 -0.495 -0.033
N -2.2091 7.3467 -1.4141 -0.444 0.751 -0.190 -0.066
O -2.6381 6.0180 -1.7890 0.406 1.247 0.223 -0.019
H -4.5031 6.7691 0.3599 -0.220 0.074 0.067 0.078
H -3.1975 7.4583 1.3110 0.419 -0.064 -0.430 0.057
H -4.4892 8.4796 0.9460 -0.545 -0.189 -0.198 0.080
H -5.2640 8.8957 -1.4691 0.062 0.163 0.261 0.090
H -4.0255 8.9412 -2.6985 -0.179 -0.601 -0.348 0.088
H -4.8251 7.3621 -2.1260 0.117 0.075 -0.665 0.084
H -2.7396 10.1851 -1.6272 0.137 -0.268 -0.090 0.104
H -3.4982 10.2684 -0.0495 -0.559 -0.356 -0.201 0.105
H -1.0892 10.7505 0.2292 0.042 0.139 -0.421 0.095
H -1.5462 9.4345 1.1751 -0.278 -0.509 -0.010 0.095
H 0.5150 8.7418 0.0203 0.205 0.292 -0.146 0.113
H -0.1197 9.3609 -1.5255 0.028 -0.228 -0.126 0.113
H 1.1412 6.6658 -1.5237 0.086 0.468 0.065 0.082
H 0.1359 7.5367 -2.7691 0.299 0.020 0.068 0.081
H -0.1810 5.8877 -2.3084 -0.254 -0.043 0.116 0.070
H 0.3958 6.6596 0.8304 -0.140 0.008 -0.027 0.088
H -0.7434 5.5328 0.0402 0.257 -0.386 0.440 0.077
H -1.3844 6.6966 1.1699 0.338 0.145 0.212 0.061
H -2.7642 5.5143 -0.9815 -0.099 -0.209 0.484 0.074
C 5.6688 -1.4554 1.7027 0.442 -0.243 0.375 -0.029
C 6.3677 -0.3522 2.5357 -1.037 -0.073 0.063 -0.505
C 6.8392 -0.9554 3.8950 -0.670 0.734 0.500 -0.033
C 7.5692 0.2288 1.7783 -0.246 -0.045 -1.178 -0.123
C 7.1862 1.1333 0.5524 -0.578 -0.080 1.246 -0.154
C 6.2479 2.2668 1.0288 0.637 -0.656 0.366 -0.149
C 4.9862 1.7598 1.7810 0.420 -1.323 -1.474 -0.459
C 4.3935 3.0149 2.4402 0.242 -0.900 0.847 -0.043
C 3.9851 1.1052 0.7474 -0.137 1.181 0.236 -0.024
N 5.4405 0.7446 2.8017 0.849 2.650 -0.491 -0.140
O 4.3850 0.4340 3.6596 -0.176 -0.473 0.227 -0.014
H 5.5152 -1.1641 0.6636 0.283 -0.151 0.028 0.063
H 6.2862 -2.3477 1.8061 0.039 -0.182 -0.513 0.081
H 4.6904 -1.7373 2.0916 -0.015 0.292 0.291 0.083
H 6.8782 -0.2156 4.6945 0.541 0.802 -0.369 0.074
H 6.0821 -1.5647 4.3887 0.012 -0.816 -0.725 0.077
H 7.8227 -1.4245 3.8692 -0.224 -0.254 -0.276 0.084
H 8.2599 0.7456 2.4446 -0.143 0.095 0.111 0.118
H 8.0714 -0.6511 1.3763 0.407 -0.004 0.054 0.113
H 8.0729 1.5617 0.0851 0.083 -0.098 0.079 0.105
H 6.6940 0.5076 -0.1921 -0.031 0.051 -0.108 0.090
H 6.0217 2.9773 0.2337 -0.481 -0.292 -0.252 0.115
H 6.8106 2.8828 1.7303 0.156 -0.043 0.305 0.111
H 4.4102 3.8589 1.7506 -0.239 -0.132 -0.009 0.084
H 5.0492 3.2381 3.2818 0.171 0.291 0.002 0.082
H 3.4178 2.8544 2.8989 -0.184 0.017 -0.407 0.080
H 3.4276 1.9002 0.2522 -0.231 0.317 0.196 0.071
H 3.2460 0.4820 1.2509 0.167 -0.148 -0.014 0.080
H 4.4153 0.6084 -0.1222 0.431 -0.420 0.468 0.063
H 4.7272 0.8403 4.4592 -0.506 -0.097 0.413 0.101
C 0.0653 1.8439 -6.1064 0.592 -0.729 0.037 -0.026
C 0.5492 0.6986 -5.1520 -2.164 0.224 0.672 -0.461
C 1.9585 0.9732 -4.7294 1.552 0.134 -0.379 -0.064
C -0.3399 0.7089 -3.8049 0.435 0.326 -1.635 -0.133
C -1.6694 0.0982 -4.0885 0.476 -1.413 0.167 -0.206
C -1.4006 -1.3536 -4.4533 -0.643 0.819 -0.326 -0.167
C -0.6982 -1.5496 -5.8203 -1.814 1.097 1.489 -0.500
C -0.3423 -3.0102 -5.8173 2.007 -0.246 -0.802 -0.058
C -1.7566 -1.3018 -6.9455 0.928 -0.771 0.054 -0.015
N 0.4727 -0.6378 -5.8269 -0.573 -0.659 1.818 -0.108
O 1.1004 -0.6085 -7.0631 0.308 0.056 -0.743 -0.007
H 0.2271 2.8170 -5.6427 -0.364 0.001 0.100 0.084
H 0.6662 1.8395 -7.0158 0.186 -0.112 0.041 0.072
H -0.9519 1.6870 -6.4655 -0.149 0.237 0.410 0.065
H 2.5274 0.1345 -4.3282 -0.478 -0.474 0.028 0.086
H 2.5252 1.2865 -5.6061 0.214 0.245 -0.015 0.079
H 2.0706 1.7377 -3.9605 -0.398 0.303 -0.178 0.087
H 0.1943 0.1484 -3.0377 0.000 0.174 0.151 0.117
H -0.5662 1.7315 -3.5029 0.874 0.249 0.114 0.115
H -2.2546 -0.0584 -3.1823 -0.423 1.071 0.032 0.111
H -2.1476 0.6602 -4.8908 -0.523 -0.114 0.258 0.111
H -2.3869 -1.8161 -4.4155 0.161 -0.647 -0.513 0.114
H -0.8460 -1.7492 -3.6023 0.348 -0.329 -0.206 0.117
H 0.4437 -3.2032 -5.0872 -0.323 -0.030 0.552 0.085
H 0.2029 -3.2283 -6.7356 -0.372 -0.340 -0.450 0.078
H -1.1836 -3.6905 -5.6849 -0.016 0.231 -0.061 0.094
H -1.8232 -0.2540 -7.2385 -0.113 -0.226 -0.134 0.072
H -2.7256 -1.7365 -6.7004 -0.129 0.414 0.474 0.080
H -1.4511 -1.9661 -7.7539 0.181 0.634 -0.621 0.073
H 1.9780 -0.9347 -6.8507 0.218 -0.119 -0.298 0.105
C -1.5067 -8.2525 -0.7165 0.404 0.860 -0.246 -0.045
C -0.3524 -7.4749 0.0010 -1.054 -0.857 0.476 -0.461
C 1.0040 -7.9884 -0.5381 -0.571 -0.671 0.671 -0.026
C -0.5881 -5.9731 -0.2971 2.137 0.424 0.133 -0.139
C 0.2552 -5.0337 0.6141 -1.869 -1.266 1.498 -0.143
C -0.2987 -5.3919 2.0492 0.144 1.004 -0.385 -0.135
C -0.1183 -6.8505 2.5215 -0.599 0.400 0.666 -0.518
C 1.3208 -7.0124 2.9082 1.980 -2.014 -0.952 -0.046
C -1.0008 -7.0881 3.7795 -0.475 0.547 -0.485 -0.033
N -0.6032 -7.7609 1.4707 -0.323 2.408 -1.030 -0.124
O -0.5147 -9.1015 1.8114 0.739 -0.561 -0.004 -0.015
H -1.4986 -7.9542 -1.7648 0.320 -0.480 -0.307 0.078
H -1.4543 -9.3327 -0.5810 0.123 0.118 -0.156 0.078
H -2.4866 -7.8882 -0.4080 0.061 -0.071 0.580 0.076
H 1.8866 -7.4553 -0.1848 -0.149 0.376 -0.284 0.072
H 1.1296 -9.0027 -0.1592 -0.026 -0.153 0.091 0.076
H 0.9535 -8.1115 -1.6200 0.234 0.454 -0.048 0.082
H -0.1497 -5.7300 -1.2650 -0.685 -0.560 -0.651 0.114
H -1.6490 -5.7279 -0.2493 0.105 0.094 0.006 0.115
H 1.3361 -5.1425 0.5250 -0.027 -0.553 0.017 0.097
H 0.0926 -3.9835 0.3719 -0.385 0.005 0.112 0.102
H -1.3625 -5.1644 2.1171 -0.262 0.030 -0.544 0.107
H 0.1209 -4.6780 2.7580 0.378 -0.369 0.433 0.112
H 1.9823 -6.6787 2.1088 0.045 0.876 0.110 0.070
H 1.6018 -8.0624 2.8275 -0.406 -0.570 0.340 0.080
H 1.7325 -6.7522 3.8834 -0.634 0.692 -0.009 0.090
H -2.0671 -6.9575 3.5952 -0.133 0.183 -0.626 0.073
H -0.7860 -6.2926 4.4931 0.356 -0.413 0.423 0.082
H -0.9667 -8.1007 4.1813 0.735 0.167 0.244 0.079
H -1.3835 -9.3201 2.1564 -0.178 -0.061 -0.069 0.104
O -1.4312 -1.1503 7.9741 -0.440 0.532 0.047 -0.060
C -1.1285 -1.7225 6.7238 0.799 -0.019 -0.609 -0.261
C -1.8962 -1.1363 5.5051 -0.233 -1.579 1.345 -0.205
O -3.2589 -1.5536 5.6310 -0.295 0.415 -0.137 -0.079
H -0.7301 -1.4146 8.5742 -0.087 0.065 0.105 0.081
H -0.0512 -1.6597 6.5700 0.288 0.465 -0.416 0.107
H -1.2706 -2.8011 6.7898 -0.627 -0.225 -0.366 0.110
H -1.4821 -1.6357 4.6292 0.344 0.415 -0.162 0.112
H -1.8696 -0.0500 5.4192 0.223 -0.086 0.121 0.118
H -3.4427 -2.2401 4.9856 -0.005 -0.008 0.019 0.072
O -5.5235 -4.2960 3.1547 -0.182 0.897 0.397 -0.065
C -6.6098 -3.6902 2.4529 -0.412 -0.702 -0.724 -0.235
C -6.1861 -2.5165 1.5655 -0.178 1.416 0.125 -0.236
O -7.2475 -2.1386 0.6719 0.004 -0.926 -0.005 -0.077
H -5.3110 -5.1570 2.7870 -0.206 0.133 -0.183 0.081
H -7.1632 -4.4862 1.9547 0.251 0.116 -0.907 0.119
H -7.4215 -3.3115 3.0741 0.533 0.139 0.877 0.119
H -5.2194 -2.5700 1.0648 -0.029 -0.926 -0.314 0.110
H -6.0491 -1.6379 2.1959 0.164 -0.093 0.640 0.110
H -7.1096 -1.2396 0.3645 0.109 -0.042 0.117 0.076
O -4.2074 2.6460 0.0408 0.294 0.018 -0.030 -0.048
H -4.5852 2.6451 0.9203 -0.075 0.043 0.288 0.032
H -4.8937 2.2776 -0.5155 -0.154 -0.044 -0.238 0.030
O -1.4885 0.0672 1.0417 0.186 -0.215 0.150 -0.053
H -2.3169 -0.2388 0.6724 -0.201 -0.049 -0.104 0.018
H -1.4894 1.0113 0.8838 -0.015 0.283 -0.068 0.024

Repeat the first record exactly.
4
Properties=species:S:1:pos:R:3:forces:R:3:lowdin_charge:R:1 method="wB97M-V/def2-TZVPD" orbital_gap_ev=10.7 e_homo_ev=-15.19 relative_energy_kj_mol=33.1 total_charge=+1
O 1.3169 -2.2042 1.3127 -0.314 -0.938 0.086 -0.096
H 1.7068 -2.9617 0.8204 -0.367 0.742 0.577 0.059
H 0.8549 -2.6167 2.0774 0.560 0.355 -0.766 0.058
K -0.4507 0.7685 -0.4541 0.121 -0.159 0.104 0.978